No. 1
{
  "formula": "C32H58BCaIN7OP2S3",
  "method": "ωB97M-V/def2-TZVPD",
  "homo_lumo_gap_ev": [3.172, 4.951],
  "mol_weight_g_mol": 892.8,
  "total_charge": -1,
  "e_homo_ev": [-1.69, -3.47],
  "symbols": ["Ca", "C", "C", "C", "C", "P", "C", "N", "B", "N", "C", "P", "C", "C", "C", "C", "C", "C", "C", "C", "C", "C", "C", "C", "C", "C", "C", "C", "C", "C", "H", "H", "H", "H", "H", "H", "H", "H", "H", "H", "H", "H", "H", "H", "H", "H", "H", "H", "H", "H", "H", "H", "H", "H", "H", "H", "H", "H", "H", "H", "H", "H", "H", "H", "H", "H", "H", "H", "H", "H", "H", "H", "H", "H", "S", "C", "S", "S", "C", "C", "C", "C", "N", "C", "N", "N", "N", "H", "H", "H", "H", "H", "H", "H", "H", "H", "H", "N", "C", "O", "C", "I", "H", "H", "H", "H"],
  "coordinates": [[2.7721, -1.8255, -1.3469], [-4.5803, 2.4233, 1.4089], [-4.0643, 3.5010, 0.4096], [-4.1072, 4.9267, 1.0383], [-4.8293, 3.5046, -0.9068], [-2.2666, 3.1196, -0.1156], [-2.2208, 1.2736, -0.4397], [-1.8901, 0.3844, 0.6370], [-0.7388, 0.3696, 1.4653], [-0.9929, -0.6385, 2.4712], [-0.1883, -1.3523, 3.4105], [1.6502, -1.0557, 3.5368], [1.7709, 0.5607, 4.5232], [3.2224, 1.0024, 4.6910], [1.0314, 1.5957, 3.6480], [1.0899, 0.3810, 5.8994], [2.0928, -2.6223, 4.6979], [0.9410, -3.5129, 5.2430], [3.0888, -2.2025, 5.8299], [2.9014, -3.5412, 3.7781], [-2.2425, -1.2752, 2.1585], [-2.8985, -2.4340, 2.6415], [-3.9967, -2.9230, 1.9369], [-4.4285, -2.4462, 0.6902], [-3.7812, -1.3102, 0.1873], [-2.7133, -0.7325, 0.9244], [-1.7721, 3.6919, -1.8711], [-0.2842, 3.2582, -1.9438], [-2.4980, 3.0672, -3.0801], [-1.7765, 5.2279, -1.9769], [-5.6539, 2.6194, 1.4825], [-4.1869, 2.4624, 2.4593], [-4.4526, 1.4247, 0.9502], [-3.5684, 5.0818, 1.9960], [-5.1878, 5.0930, 1.1760], [-3.8211, 5.7221, 0.2914], [-4.6480, 4.4373, -1.4435], [-5.9272, 3.4181, -0.7039], [-4.5899, 2.5995, -1.4364], [-1.5928, 1.1843, -1.3837], [-3.2160, 0.9919, -0.7240], [-0.2814, -2.4353, 3.2208], [-0.5578, -1.2223, 4.4269], [3.7457, 1.2203, 3.7307], [3.8126, 0.3760, 5.4114], [3.1551, 2.0142, 5.1494], [1.5563, 1.5871, 2.6704], [1.0992, 2.6112, 4.0518], [0.0202, 1.2227, 3.4387], [0.5908, 1.2991, 6.2258], [1.7570, 0.0186, 6.6513], [0.2875, -0.3469, 5.8872], [0.1166, -2.9974, 5.7283], [1.3487, -4.1827, 6.0056], [0.5316, -4.1209, 4.4023], [2.4320, -1.7492, 6.6499], [3.8525, -1.4472, 5.4956], [3.5834, -3.1038, 6.2808], [2.3395, -3.7277, 2.8389], [3.0173, -4.5337, 4.2542], [3.8590, -3.0267, 3.4407], [-2.6578, -2.9586, 3.5639], [-4.5440, -3.7108, 2.4375], [-5.1697, -2.9447, 0.1041], [-3.9837, -0.8755, -0.7938], [-0.1720, 2.2218, -2.3157], [0.3354, 3.3957, -1.0293], [0.1490, 3.7895, -2.7787], [-2.9394, 2.0784, -2.8332], [-1.8013, 2.9389, -3.8831], [-3.2750, 3.7030, -3.4796], [-1.2560, 5.6837, -1.0951], [-2.8010, 5.6641, -2.0139], [-1.2801, 5.5705, -2.8898], [4.2470, 1.9634, 1.0485], [3.8002, 0.4918, 0.3687], [4.9456, -0.6635, -0.0862], [2.1009, 0.2138, 0.1341], [4.0468, 0.2412, -7.9462], [2.5076, 0.1228, -7.9444], [1.6414, 1.3760, -7.7926], [2.0010, -1.1120, -7.1276], [2.3998, -1.2019, -5.7242], [2.4080, -0.2047, -4.7909], [2.5386, -0.7375, -3.5670], [2.5335, -2.0757, -3.7329], [2.3476, -2.4053, -4.9917], [4.3637, 1.2350, -8.3186], [4.5366, -0.5380, -8.6211], [4.4963, 0.0878, -6.9782], [2.2997, -0.2652, -8.9758], [1.4451, 1.7197, -6.7698], [0.6125, 1.2169, -8.1606], [2.0673, 2.2077, -8.3719], [2.3174, -2.0721, -7.5639], [0.8959, -1.1017, -7.2151], [2.3645, 0.8382, -5.0185], [1.9138, -5.7377, 0.6174], [1.4246, -4.7633, -0.2081], [2.0201, -3.6264, -0.2676], [0.3890, -5.1187, -1.1720], [-1.5416, -5.1206, -0.4898], [2.4798, -5.3905, 1.3736], [1.1471, -6.4367, 0.7329], [0.6145, -6.1350, -1.5497], [0.3195, -4.4699, -2.0552]]
}

---

No. 2
{
  "formula": "C2H8NO2",
  "method": "ωB97M-V/def2-TZVPD",
  "homo_lumo_gap_ev": 11.116,
  "mol_weight_g_mol": 78.1,
  "total_charge": 1,
  "e_homo_ev": -15.35,
  "symbols": ["O", "C", "C", "N", "H", "H", "H", "H", "H", "H", "H", "H", "O"],
  "coordinates": [[1.4754, 0.5316, 0.5133], [0.6214, 1.3604, 0.4081], [-0.8028, 0.9193, 0.7633], [-1.0363, -0.4231, 0.1030], [0.7726, 2.3762, 0.1134], [-1.6115, 1.5442, 0.4034], [-0.9219, 0.8054, 1.8388], [-1.2515, -0.2726, -0.8859], [-1.8065, -0.9184, 0.5461], [-0.1784, -1.0024, 0.0983], [1.5708, -2.3417, -1.6799], [1.9578, -1.0404, -0.9324], [1.2108, -1.5386, -1.2896]]
}

---

No. 3
{
  "formula": "C32H44N4O2",
  "method": "ωB97M-V/def2-TZVPD",
  "homo_lumo_gap_ev": 8.805,
  "mol_weight_g_mol": 516.7,
  "smiles": "COc1ccc(C[C@H]2CN3C(=NC[C@@H]3Cc3ccccc3)N2C[C@H](C)NC(=O)CCC2CCCCC2)cc1",
  "e_homo_ev": -8.01,
  "symbols": ["C", "O", "C", "C", "C", "C", "C", "C", "C", "N", "C", "N", "C", "C", "C", "C", "C", "C", "C", "C", "C", "N", "C", "C", "C", "N", "C", "O", "C", "C", "C", "C", "C", "C", "C", "C", "C", "C", "H", "H", "H", "H", "H", "H", "H", "H", "H", "H", "H", "H", "H", "H", "H", "H", "H", "H", "H", "H", "H", "H", "H", "H", "H", "H", "H", "H", "H", "H", "H", "H", "H", "H", "H", "H", "H", "H", "H", "H", "H", "H", "H", "H"],
  "coordinates": [[-6.7566, -0.2103, 0.5588], [-5.7785, -1.1245, 0.9892], [-4.7096, -1.3643, 0.1738], [-4.4318, -0.6756, -0.9992], [-3.3145, -1.0121, -1.7447], [-2.4659, -2.0385, -1.3603], [-1.2441, -2.3692, -2.1684], [0.0471, -1.8738, -1.4836], [-0.0874, -0.4296, -0.9532], [-0.3663, -0.6593, 0.4413], [0.1969, -1.8608, 0.8048], [0.5025, -2.0282, 2.0362], [0.1277, -0.7902, 2.6998], [-0.2974, 0.2211, 1.5834], [-1.6494, 0.8637, 1.8922], [-2.2044, 1.7814, 0.8351], [-3.5786, 1.9950, 0.7991], [-4.1439, 2.8452, -0.1328], [-3.3434, 3.4961, -1.0562], [-1.9753, 3.2980, -1.0265], [-1.4126, 2.4535, -0.0847], [0.3254, -2.6498, -0.2833], [1.0261, -3.8975, -0.2705], [2.5459, -3.7332, -0.4873], [3.2658, -5.0636, -0.2959], [3.0716, -2.7425, 0.4246], [3.3570, -1.4787, 0.0318], [3.2990, -1.1229, -1.1289], [3.8217, -0.5947, 1.1781], [4.4082, 0.7353, 0.7045], [3.3469, 1.7545, 0.2490], [3.5261, 2.1338, -1.2216], [2.4570, 3.1272, -1.6664], [2.4954, 4.3822, -0.7995], [2.3220, 4.0228, 0.6730], [3.3833, 3.0178, 1.1122], [-2.7566, -2.7268, -0.1862], [-3.8544, -2.3912, 0.5752], [-6.3550, 0.8040, 0.4736], [-7.1882, -0.5091, -0.4022], [-7.5326, -0.2266, 1.3229], [-5.0671, 0.1254, -1.3422], [-3.1143, -0.4620, -2.6540], [-1.1652, -3.4500, -2.3058], [-1.3123, -1.9038, -3.1530], [0.8831, -1.9534, -2.1871], [-0.9005, 0.1141, -1.4376], [0.8546, 0.1208, -1.0974], [0.9669, -0.4250, 3.2997], [-0.7074, -0.9851, 3.3808], [0.4738, 0.9954, 1.4526], [-1.5509, 1.4263, 2.8272], [-2.3723, 0.0610, 2.0607], [-4.2050, 1.4886, 1.5200], [-5.2133, 3.0067, -0.1408], [-3.7833, 4.1564, -1.7891], [-1.3382, 3.8055, -1.7366], [-0.3423, 2.3230, -0.0763], [0.8533, -4.3448, 0.7123], [0.6159, -4.5546, -1.0430], [2.7364, -3.3435, -1.4932], [3.1029, -5.4377, 0.7126], [2.8928, -5.7983, -1.0042], [4.3338, -4.9384, -0.4533], [2.9275, -2.9218, 1.4075], [4.5760, -1.1518, 1.7397], [2.9724, -0.4278, 1.8447], [4.9949, 1.1627, 1.5206], [5.0918, 0.5292, -0.1208], [2.3575, 1.2965, 0.3547], [3.4746, 1.2281, -1.8278], [4.5136, 2.5817, -1.3590], [1.4712, 2.6612, -1.5902], [2.6140, 3.3946, -2.7138], [3.4561, 4.8844, -0.9365], [1.7086, 5.0753, -1.1066], [1.3277, 3.5972, 0.8291], [2.3914, 4.9245, 1.2861], [3.2271, 2.7541, 2.1618], [4.3708, 3.4784, 1.0260], [-2.1152, -3.5327, 0.1359], [-4.0804, -2.9190, 1.4886]]
}

---

No. 4
{
  "formula": "C4H11NO2",
  "method": "ωB97M-V/def2-TZVPD",
  "homo_lumo_gap_ev": 10.655,
  "mol_weight_g_mol": 105.1,
  "smiles": "CC(C)[C@H](O)ON",
  "e_homo_ev": -9.80,
  "symbols": ["C", "C", "C", "C", "O", "O", "N", "H", "H", "H", "H", "H", "H", "H", "H", "H", "H", "H"],
  "coordinates": [[-1.1213, -1.5594, 0.0208], [-0.7730, -0.1320, -0.3833], [-1.8593, 0.8529, 0.0371], [0.5857, 0.3138, 0.2739], [0.9353, 1.6173, 0.0223], [1.5089, -0.5778, -0.2993], [2.9013, -0.0472, -0.1958], [-0.3384, -2.2457, -0.2900], [-2.0609, -1.8601, -0.4392], [-1.2285, -1.6320, 1.1023], [-0.6305, -0.0822, -1.4670], [-1.5769, 1.8701, -0.2235], [-2.0271, 0.7984, 1.1115], [-2.7909, 0.6067, -0.4697], [0.5365, 0.1903, 1.3707], [1.5597, 1.5230, -0.8727], [3.2389, -0.5431, 0.6331], [3.1405, 0.9069, 0.0689]]
}

---

No. 5
{
  "formula": "F14H8N7Na4O32S14",
  "method": "ωB97M-V/def2-TZVPD",
  "homo_lumo_gap_ev": 7.909,
  "mol_weight_g_mol": 1425.0,
  "total_charge": -3,
  "e_homo_ev": -4.25,
  "symbols": ["Na", "Na", "Na", "Na", "N", "S", "O", "O", "F", "S", "O", "O", "F", "N", "S", "O", "O", "F", "S", "O", "O", "F", "N", "S", "O", "O", "F", "S", "O", "O", "F", "N", "S", "O", "O", "F", "S", "O", "O", "F", "N", "S", "O", "O", "F", "S", "O", "O", "F", "N", "S", "O", "O", "F", "S", "O", "O", "F", "N", "S", "O", "O", "F", "S", "O", "O", "F", "O", "H", "H", "O", "H", "H", "O", "H", "H", "O", "H", "H"],
  "coordinates": [[-2.8086, 1.3771, 0.3288], [2.3701, 1.9029, 3.7886], [-0.8436, 2.4397, -1.8685], [2.3236, -2.7630, -2.7030], [0.6397, -5.8952, -5.4494], [2.2518, -5.9307, -5.6700], [3.0272, -5.4974, -4.5570], [2.7409, -5.5613, -6.9483], [2.3841, -7.5079, -5.6853], [0.3629, -4.3221, -5.4302], [0.3053, -3.6381, -6.6731], [0.8761, -3.6098, -4.2995], [-1.2001, -4.4260, -5.0836], [-1.6499, 1.3460, -6.8321], [-2.0158, 0.8714, -5.3440], [-3.3153, 0.3611, -5.1156], [-1.4425, 1.6788, -4.3093], [-1.1414, -0.4284, -5.3486], [-2.9089, 2.2331, -7.2405], [-3.1286, 3.3996, -6.4339], [-4.0759, 1.6048, -7.7663], [-2.2415, 2.8497, -8.5797], [-2.9219, -1.8791, 4.2791], [-4.4445, -1.8537, 4.7625], [-5.3216, -1.2429, 3.8082], [-4.7148, -1.6913, 6.1503], [-4.7457, -3.4162, 4.5122], [-2.5259, -0.3134, 4.1918], [-2.7319, 0.4438, 5.3638], [-2.7501, 0.2801, 2.9102], [-0.9504, -0.4713, 4.2143], [-0.7542, 0.3145, -0.5360], [0.4528, -0.1888, 0.4023], [1.7342, -0.2870, -0.1932], [0.0804, -1.1384, 1.3741], [0.6182, 1.1292, 1.2560], [-0.9852, -1.0813, -1.3895], [-1.8355, -2.0280, -0.7667], [0.0449, -1.5177, -2.2436], [-1.9882, -0.4228, -2.4225], [-1.1845, 4.9197, 3.7125], [-2.0844, 4.3257, 4.8843], [-1.3884, 3.6126, 5.9043], [-3.4075, 3.9561, 4.5259], [-2.3270, 5.7384, 5.6708], [-0.6352, 3.6047, 2.9326], [-1.4663, 3.0961, 1.8883], [0.2145, 2.7188, 3.6513], [0.3917, 4.4942, 2.1128], [3.5316, -0.0049, 4.7843], [3.0596, -1.5387, 4.6225], [3.5869, -2.4241, 5.5897], [2.7706, -2.0358, 3.3226], [1.5740, -1.2536, 5.1368], [4.8840, -0.0332, 3.8503], [4.6847, 0.4594, 2.5432], [5.7628, -1.1160, 4.1298], [5.6620, 1.1375, 4.6053], [3.2686, 4.5485, -1.3546], [2.6182, 3.4646, -0.3331], [1.3543, 2.9005, -0.6583], [2.9229, 3.5583, 1.0581], [3.6099, 2.3265, -0.7653], [2.7034, 5.8930, -0.7268], [3.3916, 6.4728, 0.3840], [1.2791, 6.0441, -0.7503], [3.1950, 6.8438, -1.9522], [-1.9285, -3.5264, 1.7400], [-1.8973, -3.1037, 0.8696], [-2.2678, -2.8553, 2.3503], [1.3507, -3.3704, -0.3016], [0.7711, -4.1403, -0.2915], [1.3505, -3.0508, 0.6102], [-4.4556, -0.2836, -0.1842], [-5.3832, -0.0584, -0.0635], [-4.4422, -1.2355, -0.3342], [4.0277, -1.7062, -0.9304], [3.5117, -1.2322, -0.2657], [4.6203, -2.2662, -0.4210]]
}

---

No. 6
{
  "formula": "C5H10F2O",
  "method": "ωB97M-V/def2-TZVPD",
  "homo_lumo_gap_ev": [9.678, 9.678],
  "mol_weight_g_mol": 124.1,
  "e_homo_ev": [-9.57, -9.57],
  "symbols": ["C", "C", "C", "C", "C", "O", "F", "F", "H", "H", "H", "H", "H", "H", "H", "H", "H", "H"],
  "coordinates": [[-1.3321, -0.1882, 1.2203], [1.0356, -0.8853, 0.8651], [-0.4066, -0.3296, -1.7385], [0.0667, 0.2909, 0.6619], [-0.1540, 0.7253, -0.7495], [1.9461, 1.0902, -1.0396], [0.5600, 1.4647, 1.3415], [-0.7042, 1.8995, -1.0310], [-2.2170, 0.5767, 1.0506], [-1.5299, -0.2487, 2.3608], [-1.6385, -1.1667, 0.6742], [0.5980, -1.8313, 0.7728], [1.3888, -0.8736, 1.8558], [1.8225, -0.6263, 0.1837], [-0.3612, -1.3036, -1.2298], [0.2770, -0.2525, -2.4927], [-1.4584, -0.2402, -2.1196], [2.1072, 1.8988, -0.5859]]
}